Arrangement a

Formula: C22H26N4O4
Source: the Open Molecules 2025 dataset
Level of theory: ωB97M-V with the def2-TZVPD basis set

- Multiplicity: 1
- Highest occupied orbital energy: -8.73 eV
- SMILES: Cc1ccc2c(c1)N(CC(=O)NCCCN1CCOCC1)C(=O)c1cccnc1O2
- HOMO-LUMO gap: 0.32516 Eh
- Charge: 0
- LUMO: 0.114 eV

Atoms and positions in Å:
C -0.676 -4.261 -1.931
C 0.318 -3.374 -1.249
C 1.662 -3.410 -1.601
C 2.566 -2.577 -0.974
C 2.153 -1.705 0.024
C 0.810 -1.648 0.391
C -0.088 -2.495 -0.258
N 0.330 -0.810 1.421
C -0.733 -1.345 2.260
C -2.167 -1.074 1.769
O -2.917 -1.984 1.467
N -2.508 0.219 1.747
C -3.869 0.633 1.484
C -4.285 0.508 0.016
C -3.737 1.609 -0.889
N -2.292 1.603 -1.061
C -1.870 2.825 -1.730
C -0.355 2.828 -1.919
O 0.075 1.713 -2.664
C -0.322 0.529 -2.018
C -1.836 0.459 -1.836
C 0.691 0.481 1.651
O 0.046 1.169 2.437
C 1.871 1.079 0.979
C 1.914 2.472 0.921
C 3.038 3.114 0.438
C 4.114 2.329 0.057
N 4.102 1.011 0.122
C 3.021 0.394 0.563
O 3.147 -0.955 0.632
H -1.632 -4.241 -1.415
H -0.830 -3.929 -2.958
H -0.314 -5.286 -1.964
H 2.002 -4.092 -2.366
H 3.614 -2.595 -1.223
H -1.128 -2.480 0.022
H -0.599 -2.425 2.343
H -0.630 -0.885 3.248
H -1.811 0.909 2.001
H -3.980 1.664 1.822
H -4.529 -0.012 2.074
H -3.997 -0.479 -0.343
H -5.374 0.568 -0.028
H -4.244 1.537 -1.870
H -4.003 2.577 -0.452
H -2.157 3.681 -1.116
H -2.352 2.923 -2.720
H -0.039 3.712 -2.477
H 0.133 2.824 -0.934
H 0.032 -0.299 -2.635
H 0.160 0.474 -1.031
H -2.083 -0.460 -1.306
H -2.317 0.436 -2.832
H 1.060 3.024 1.287
H 3.082 4.189 0.376
H 5.032 2.764 -0.315



Arrangement b

Formula: C22H26N4O4
Source: the Open Molecules 2025 dataset
Level of theory: ωB97M-V with the def2-TZVPD basis set

- Multiplicity: 1
- Highest occupied orbital energy: -8.47 eV
- SMILES: CCCCCCCC(=O)Nc1ccc(C(=O)N/N=C/c2cccc([N+](=O)[O-])c2)cc1
- HOMO-LUMO gap: 0.27776 Eh
- Charge: 0
- LUMO: -0.909 eV

Atoms and positions in Å:
C 6.422 0.542 -2.342
C 4.925 0.559 -2.627
C 4.113 1.278 -1.549
C 4.186 0.644 -0.159
C 3.629 -0.778 -0.113
C 3.495 -1.280 1.323
C 3.091 -2.758 1.378
C 1.806 -3.036 0.618
O 1.758 -3.744 -0.362
N 0.723 -2.415 1.174
C -0.579 -2.334 0.697
C -1.005 -2.940 -0.484
C -2.285 -2.713 -0.952
C -3.156 -1.876 -0.262
C -4.432 -1.462 -0.888
O -5.286 -2.175 -1.357
N -4.569 -0.078 -0.950
N -3.567 0.703 -0.589
C -3.559 1.968 -0.701
C -2.373 2.678 -0.254
C -2.244 4.059 -0.416
C -1.100 4.719 0.003
C -0.065 4.020 0.596
C -0.200 2.644 0.770
N 0.858 1.910 1.410
O 1.909 2.481 1.606
O 0.644 0.757 1.729
C -1.332 1.970 0.349
C -2.760 -1.347 0.966
C -1.490 -1.583 1.444
H 6.789 1.553 -2.175
H 6.962 0.116 -3.184
H 6.646 -0.055 -1.462
H 4.754 1.069 -3.578
H 4.563 -0.465 -2.738
H 3.067 1.309 -1.866
H 4.464 2.311 -1.475
H 5.219 0.639 0.191
H 3.619 1.273 0.531
H 4.284 -1.453 -0.666
H 2.648 -0.801 -0.597
H 4.452 -1.163 1.837
H 2.763 -0.665 1.849
H 3.873 -3.369 0.926
H 2.965 -3.070 2.417
H 0.903 -1.813 1.968
H -0.321 -3.558 -1.041
H -2.605 -3.153 -1.884
H -5.416 0.294 -1.391
H -4.388 2.549 -1.117
H -3.046 4.617 -0.877
H -1.015 5.786 -0.133
H 0.833 4.513 0.933
H -1.417 0.902 0.479
H -3.448 -0.748 1.543
H -1.176 -1.150 2.382



The winner here is arrangement a, beating the second structure by 0.1129 hartree.



Arrangement a

Formula: C8H14N3
Source: the Open Molecules 2025 dataset
Level of theory: ωB97M-V with the def2-TZVPD basis set

- Multiplicity: 1
- Highest occupied orbital energy (spin up / spin down): -12.70 / -12.60 eV
- HOMO-LUMO gap (spin up / spin down): 0.30417 / 0.30080 Eh
- Charge: +1
- LUMO (spin up / spin down): -4.424 / -4.413 eV

Atoms and positions in Å:
C -2.180 1.218 -0.702
C -3.345 0.476 -0.902
C -1.409 0.274 -0.029
C 3.187 -0.294 -0.104
C 2.181 -1.230 -0.610
C 1.828 0.187 -0.563
C -1.712 -2.095 0.874
C 1.033 0.716 0.497
N -3.211 -0.774 -0.409
N -1.976 -0.931 0.142
N 0.720 2.208 0.485
H -1.963 2.131 -1.056
H -4.258 0.710 -1.291
H 3.308 -0.350 0.891
H 4.191 -0.174 -0.601
H 2.246 -1.532 -1.618
H 1.671 -1.886 0.148
H 1.764 0.560 -1.605
H -2.624 -2.223 1.635
H -1.756 -3.046 0.413
H -0.785 -1.959 1.396
H 1.176 0.360 1.506
H 0.427 2.485 1.389
H -0.091 2.337 -0.140
H 1.577 2.834 0.253



Arrangement b

Formula: C8H14N3
Source: the Open Molecules 2025 dataset
Level of theory: ωB97M-V with the def2-TZVPD basis set

- Multiplicity: 1
- Highest occupied orbital energy: -13.04 eV
- HOMO-LUMO gap: 0.33042 Eh
- Charge: +1
- LUMO: -4.045 eV

Atoms and positions in Å:
C 1.606 0.247 -2.935
C 1.690 1.295 -2.003
C 0.141 0.023 -3.019
C -0.693 -1.579 2.516
C 0.693 -2.099 2.434
C 0.435 -0.552 2.362
C -1.826 0.990 -1.894
C 0.443 0.170 1.108
N 0.471 1.684 -1.496
N -0.418 0.834 -2.018
N 0.156 1.455 1.040
H 2.319 -0.351 -3.419
H 2.669 1.811 -1.690
H -1.366 -1.423 1.566
H -1.289 -1.639 3.440
H 1.313 -2.459 3.276
H 0.986 -2.405 1.448
H 0.624 -0.020 3.308
H -1.983 2.105 -2.101
H -2.185 0.252 -2.600
H -2.231 0.712 -0.918
H 0.396 -0.381 0.118
H -0.434 -0.667 -3.574
H 0.236 2.231 1.772
H 0.280 1.827 0.032



The winner here is arrangement b, beating the second structure by 0.1420 hartree.



Arrangement a

Formula: H14O6S
Source: the Open Molecules 2025 dataset
Level of theory: ωB97M-V with the def2-TZVPD basis set

- Multiplicity: 1
- Highest occupied orbital energy: -9.76 eV
- SMILES: O.O.O.O.O.O.S
- HOMO-LUMO gap: 0.36812 Eh
- Charge: 0
- LUMO: 0.259 eV

Atoms and positions in Å:
O 1.713 -0.145 1.891
H 2.371 -0.411 2.545
H 0.961 0.170 2.406
O -3.225 1.122 -1.911
H -2.880 0.699 -1.114
H -2.948 0.501 -2.600
O -0.344 2.021 0.777
H -0.571 2.937 0.972
H 0.478 2.077 0.274
O -4.951 3.668 -2.259
H -4.672 3.354 -3.124
H -4.282 3.300 -1.672
O 0.399 -1.387 -0.932
H -0.556 -1.273 -0.979
H 0.532 -2.340 -1.052
O -2.154 -0.583 0.683
H -2.956 -0.116 0.962
H -1.410 -0.094 1.054
S 4.701 -2.529 0.804
H 4.488 -1.864 1.944
H 4.519 -3.718 1.388



Arrangement b

Formula: H14O6S
Source: the Open Molecules 2025 dataset
Level of theory: ωB97M-V with the def2-TZVPD basis set

- Multiplicity: 1
- Highest occupied orbital energy: -9.70 eV
- SMILES: O.O.O.O.O.O.S
- HOMO-LUMO gap: 0.36639 Eh
- Charge: 0
- LUMO: 0.268 eV

Atoms and positions in Å:
O -0.635 0.290 1.753
H -0.743 0.828 0.846
H -1.427 -0.263 1.700
O 0.852 -0.676 -1.940
H 0.923 -1.549 -2.379
H 1.706 -0.585 -1.507
O 1.212 -1.540 1.707
H 1.145 -2.288 2.298
H 0.439 -0.986 1.694
O 3.072 -0.850 -0.100
H 3.364 -1.598 -0.638
H 2.420 -1.206 0.566
O -0.462 1.346 -0.817
H 0.338 1.943 -0.742
H -0.112 0.526 -1.145
O 2.224 1.856 -0.598
H 2.957 2.422 -0.243
H 2.686 1.203 -1.213
S -3.623 -0.101 0.106
H -3.082 -0.931 -0.877
H -2.661 0.781 -0.295



The winner here is arrangement b, beating the second structure by 0.0219 hartree.



Arrangement a

Formula: C3H3BrO
Source: the Open Molecules 2025 dataset
Level of theory: ωB97M-V with the def2-TZVPD basis set

- Multiplicity: 1
- Highest occupied orbital energy: -10.40 eV
- SMILES: C#CC=O.Br
- HOMO-LUMO gap: 0.36511 Eh
- Charge: 0
- LUMO: -0.468 eV

Atoms and positions in Å:
C 1.340 -1.557 -0.024
C 0.856 -0.411 -0.029
C 0.351 0.918 0.113
O -0.765 1.312 0.005
H 1.919 -2.440 -0.139
H 1.119 1.713 0.271
Br -4.166 0.442 -0.102
H -2.966 1.195 0.470



Arrangement b

Formula: C3H3BrO
Source: the Open Molecules 2025 dataset
Level of theory: ωB97M-V with the def2-TZVPD basis set

- Multiplicity: 1
- Highest occupied orbital energy: -10.54 eV
- SMILES: C#C[C@H](O)Br
- HOMO-LUMO gap: 0.40606 Eh
- Charge: 0
- LUMO: 0.506 eV

Atoms and positions in Å:
C -0.573 1.617 1.230
C -0.236 0.892 0.326
C -0.106 -0.118 -0.723
O 1.306 -0.946 -0.542
Br 0.099 0.732 -2.486
H -0.554 2.490 1.837
H -0.756 -0.936 -0.757
H 1.627 -1.195 0.325



Arrangement c

Formula: C3H3BrO
Source: the Open Molecules 2025 dataset
Level of theory: ωB97M-V with the def2-TZVPD basis set

- Multiplicity: 1
- Highest occupied orbital energy: -9.07 eV
- HOMO-LUMO gap: 0.33671 Eh
- Charge: 0
- LUMO: 0.096 eV

Atoms and positions in Å:
C 0.390 1.245 0.102
C 0.791 0.068 0.227
C -0.560 -0.536 -0.067
O -0.090 2.320 0.279
Br 2.385 -0.812 -0.272
H -1.289 0.157 -0.326
H -0.938 -1.181 0.917
H -0.690 -1.262 -0.861



The winner here is arrangement c, beating the second structure by 0.0100 hartree.



Arrangement a

Formula: C5H12NO
Source: the Open Molecules 2025 dataset
Level of theory: ωB97M-V with the def2-TZVPD basis set

- Multiplicity: 1
- Highest occupied orbital energy: -2.39 eV
- SMILES: CCCCNC[O-]
- HOMO-LUMO gap: 0.22806 Eh
- Charge: -1
- LUMO: 3.816 eV

Atoms and positions in Å:
C -0.452 2.720 0.083
C -0.064 1.243 0.677
C 0.536 0.293 -0.427
C -0.280 -0.769 -1.073
N -0.739 -1.650 0.020
C 0.477 -2.570 0.476
O 0.899 -2.229 1.635
H 0.410 3.315 0.000
H -1.252 2.602 -0.684
H -1.090 2.961 1.045
H 0.794 1.557 1.316
H -0.937 0.792 1.062
H 1.398 -0.214 -0.073
H 1.029 0.991 -1.143
H -1.155 -0.325 -1.537
H 0.273 -1.202 -2.005
H -1.153 -1.359 0.872
H 1.214 -2.523 -0.432
H 0.091 -3.630 0.189



Arrangement b

Formula: C5H12NO
Source: the Open Molecules 2025 dataset
Level of theory: ωB97M-V with the def2-TZVPD basis set

- Multiplicity: 1
- Highest occupied orbital energy: -2.45 eV
- HOMO-LUMO gap: 0.16343 Eh
- Charge: -1
- LUMO: 1.997 eV

Atoms and positions in Å:
C -3.948 -0.970 -0.216
N -3.651 -0.212 0.949
C 0.341 1.513 0.032
C 0.680 0.282 -0.880
C 1.347 -0.792 -0.016
C 2.761 -0.078 0.686
O 3.424 0.628 -0.230
H -4.159 -2.038 -0.014
H -2.745 -0.736 0.468
H -4.122 -0.637 -1.237
H 1.567 -1.661 -0.685
H 1.193 1.852 0.623
H -0.570 1.410 0.642
H 0.071 2.409 -0.623
H 1.625 0.650 -1.445
H -0.203 0.032 -1.493
H 0.672 -1.040 0.779
H 3.380 -1.045 0.983
H 2.335 0.432 1.677



The winner here is arrangement a, beating the second structure by 0.1226 hartree.



Arrangement a

Formula: C5H12NO
Source: the Open Molecules 2025 dataset
Level of theory: ωB97M-V with the def2-TZVPD basis set

- Multiplicity: 1
- Highest occupied orbital energy: -2.47 eV
- SMILES: CC(C)CNC[O-]
- HOMO-LUMO gap: 0.23088 Eh
- Charge: -1
- LUMO: 3.810 eV

Atoms and positions in Å:
C -1.649 -0.379 1.413
C -0.636 -0.319 0.280
C -1.238 -0.561 -1.103
C 0.081 1.047 0.211
N 1.395 0.948 -0.398
C 2.396 -0.263 -0.578
O 3.010 -0.648 0.495
H -2.182 0.566 1.579
H -2.415 -1.131 1.212
H -1.150 -0.536 2.372
H 0.146 -1.054 0.481
H -1.880 -1.441 -1.190
H -0.479 -0.563 -1.880
H -1.808 0.351 -1.321
H 0.175 1.440 1.234
H -0.530 1.746 -0.376
H 1.996 1.613 0.076
H 3.038 0.170 -1.382
H 1.729 -0.984 -1.128



Arrangement b

Formula: C5H12NO
Source: the Open Molecules 2025 dataset
Level of theory: ωB97M-V with the def2-TZVPD basis set

- Multiplicity: 1
- Highest occupied orbital energy: -2.07 eV
- SMILES: CCNCCC[O-]
- HOMO-LUMO gap: 0.20992 Eh
- Charge: -1
- LUMO: 3.645 eV

Atoms and positions in Å:
C -1.956 -0.997 1.576
C -1.161 0.181 1.041
N 0.247 -0.246 1.014
C 1.289 0.531 0.327
C 0.961 0.959 -1.090
C 1.052 -0.128 -2.165
O 0.853 0.332 -3.420
H -1.940 -1.867 0.923
H -1.578 -1.321 2.551
H -2.977 -0.685 1.808
H -1.142 1.128 1.575
H -1.678 0.518 0.122
H 0.279 -1.246 0.894
H 1.527 1.340 1.030
H 2.179 -0.099 0.307
H -0.065 1.353 -1.161
H 1.615 1.782 -1.404
H 2.105 -0.546 -1.951
H 0.391 -0.990 -1.976



Arrangement c

Formula: C5H12NO
Source: the Open Molecules 2025 dataset
Level of theory: ωB97M-V with the def2-TZVPD basis set

- Multiplicity: 1
- Highest occupied orbital energy: -2.19 eV
- SMILES: CN[C@@H](C)CC[O-]
- HOMO-LUMO gap: 0.22998 Eh
- Charge: -1
- LUMO: 4.066 eV

Atoms and positions in Å:
C 0.237 -0.669 2.288
N 0.655 -0.863 0.929
C 0.695 -0.006 -0.318
C 2.036 -0.158 -1.025
C -0.474 -0.186 -1.270
C -1.767 0.382 -0.607
O -1.507 1.644 -0.125
H 0.085 -1.653 2.953
H 1.008 -0.052 2.835
H -0.699 -0.095 2.303
H 0.270 -1.753 0.606
H 0.794 0.993 0.167
H 2.282 -1.033 -1.617
H 2.183 0.677 -1.721
H 2.860 -0.042 -0.295
H -0.614 -1.243 -1.501
H -0.321 0.450 -2.140
H -2.116 -0.254 0.284
H -2.680 0.331 -1.328



The winner here is arrangement a, beating the second structure by 0.0115 hartree.